{
  "formula": "C12H26NO2P2Pr",
  "method": "ωB97M-V/def2-TZVPD",
  "elements": ["Pr", "P", "C", "C", "N", "C", "C", "C", "C", "C", "P", "H", "H", "H", "H", "H", "H", "H", "H", "O", "H", "H", "O", "H", "C", "H", "H", "H", "C", "H", "H", "H", "C", "H", "H", "H", "C", "H", "H", "H", "C", "H", "H", "H"],
  "xyz": [[0.06, -0.19, 1.74], [-2.61, 0.11, 0.86], [-2.23, 0.42, -0.92], [-0.88, 1.00, -1.27], [0.23, 0.66, -0.54], [1.47, 1.04, -0.97], [1.64, 1.78, -2.14], [0.52, 2.10, -2.91], [-0.75, 1.68, -2.47], [2.71, 0.70, -0.14], [2.70, -0.85, 0.85], [-1.63, 1.86, -3.08], [2.64, 2.12, -2.41], [0.63, 2.68, -3.81], [3.56, 0.57, -0.81], [2.96, 1.55, 0.53], [-2.30, -0.54, -1.47], [-3.00, 1.11, -1.29], [-1.34, -2.98, -1.78], [-2.13, -2.68, -2.27], [-1.80, -2.25, -3.10], [-0.64, -3.37, 0.91], [-0.10, -2.59, 0.68], [0.58, -2.93, 0.07], [3.17, -2.08, -0.37], [4.19, -1.89, -0.72], [3.14, -3.07, 0.08], [2.50, -2.06, -1.23], [4.20, -0.69, 1.87], [4.22, -1.53, 2.58], [5.09, -0.73, 1.22], [4.17, 0.26, 2.43], [-3.68, 1.54, 1.29], [-4.56, 1.54, 0.63], [-4.00, 1.51, 2.35], [-3.10, 2.47, 1.13], [-3.87, -1.23, 0.73], [-4.20, -1.55, 1.74], [-4.74, -0.87, 0.14], [-3.39, -2.06, 0.19], [0.13, 2.07, 2.76], [0.02, 2.94, 2.09], [1.09, 2.24, 3.30], [-0.66, 2.19, 3.53]],
  "lowdin_spin": [2.0587, -0.0047, 0.0002, 0.0003, -0.0057, 0.0004, -0.0002, 0.0006, -0.0003, 0.0012, -0.0045, 0.0000, 0.0000, 0.0000, 0.0002, 0.0001, 0.0000, 0.0000, 0.0000, 0.0000, 0.0000, -0.0001, -0.0025, 0.0000, -0.0012, -0.0002, 0.0000, 0.0000, -0.0010, 0.0000, -0.0002, 0.0000, -0.0011, -0.0002, 0.0000, 0.0000, -0.0006, 0.0000, -0.0002, 0.0000, -0.0318, -0.0024, -0.0023, -0.0024],
  "multiplicity": 3,
  "s_squared": 2.01,
  "lumo_ev": [-6.6, -6.4],
  "total_charge": 2,
  "gap_ev": [8.032, 8.163],
  "homo_ev": [-14.62, -14.60],
  "fmax_ev_per_a": 2.3
}

=====

{
  "formula": "CH31NaO15",
  "method": "ωB97M-V/def2-TZVPD",
  "elements": ["Na", "C", "O", "H", "H", "H", "O", "H", "H", "O", "H", "H", "O", "H", "H", "O", "H", "H", "O", "H", "H", "O", "H", "H", "O", "H", "H", "O", "H", "H", "O", "H", "H", "O", "H", "H", "O", "H", "H", "O", "H", "H", "O", "H", "H", "O", "H", "H"],
  "xyz": [[-1.53, -1.00, -2.66], [0.02, -0.15, 0.18], [0.57, -1.23, 0.75], [-0.94, 0.08, 0.66], [-0.17, -0.51, -0.76], [0.66, 0.64, 0.28], [-2.00, 2.80, 0.50], [-2.52, 3.40, -0.04], [-1.80, 3.41, 1.19], [2.17, 0.64, -1.91], [2.61, -0.09, -1.40], [1.29, 0.25, -1.92], [0.13, 2.04, 2.16], [-0.19, 1.59, 1.40], [0.85, 1.52, 2.42], [-3.22, 0.48, 1.49], [-2.72, 1.25, 1.57], [-2.83, -0.08, 2.18], [2.32, 0.22, 2.19], [1.63, -0.18, 1.62], [2.23, -0.20, 3.04], [-2.98, 0.15, -1.17], [-2.65, 0.52, -0.34], [-3.57, -0.51, -0.82], [-1.56, -2.77, 0.35], [-0.70, -2.38, 0.41], [-1.23, -3.45, -0.29], [2.73, -1.69, -0.78], [2.47, -2.35, -1.51], [1.88, -1.44, -0.44], [1.32, -3.67, 1.29], [1.09, -2.70, 1.13], [0.58, -4.08, 1.78], [-0.95, -0.81, 3.08], [-1.63, -1.45, 3.03], [-0.65, -0.71, 2.15], [3.23, 2.47, 0.12], [3.22, 3.23, -0.44], [2.59, 1.93, -0.31], [0.35, -2.20, -2.44], [0.93, -2.18, -3.25], [0.30, -3.16, -2.38], [0.14, 2.91, -1.34], [0.71, 2.65, -0.66], [-0.72, 2.99, -0.91], [-0.35, 0.90, -3.00], [-0.80, 1.25, -3.78], [-0.31, 1.68, -2.45]],
  "nbo_charge": [0.9573, -0.2472, -1.0022, 0.1135, 0.1344, 0.1462, -0.9576, 0.4807, 0.5015, -0.9867, 0.4964, 0.4562, -0.9668, 0.4515, 0.4950, -0.9662, 0.4846, 0.4887, -0.9719, 0.4847, 0.4729, -1.0059, 0.5125, 0.4867, -0.9734, 0.4905, 0.4458, -0.9330, 0.4523, 0.4853, -0.9991, 0.5110, 0.4588, -0.9477, 0.4556, 0.4897, -0.9254, 0.4542, 0.4669, -0.9720, 0.4961, 0.4899, -0.9503, 0.4888, 0.4845, -1.0146, 0.4721, 0.5158],
  "lumo_ev": -1.3,
  "total_charge": 0,
  "gap_ev": 7.559,
  "homo_ev": -8.87,
  "fmax_ev_per_a": 3.9
}

=====

{
  "formula": "C27H17BBrCl5N3NiO4",
  "method": "ωB97M-V/def2-TZVPD",
  "elements": ["Ni", "Cl", "C", "C", "C", "Cl", "C", "Cl", "C", "Cl", "C", "Cl", "O", "C", "O", "C", "C", "C", "C", "C", "C", "N", "C", "C", "C", "C", "C", "C", "N", "H", "H", "H", "H", "H", "H", "H", "H", "H", "H", "Br", "C", "C", "C", "C", "C", "C", "C", "O", "O", "H", "H", "H", "H", "B", "C", "N", "H", "H", "H"],
  "xyz": [[0.40, -0.24, -0.77], [2.73, -1.59, -2.30], [2.72, 0.14, -2.37], [1.71, 0.84, -1.68], [1.82, 2.23, -1.74], [0.64, 3.21, -0.92], [2.83, 2.90, -2.43], [2.91, 4.62, -2.45], [3.80, 2.16, -3.10], [5.06, 2.96, -3.96], [3.74, 0.77, -3.07], [4.95, -0.15, -3.89], [6.31, -2.21, 3.28], [5.25, -1.73, 3.97], [5.25, -1.77, 5.16], [4.12, -1.17, 3.16], [4.24, -0.79, 1.83], [3.16, -0.29, 1.14], [1.93, -0.13, 1.77], [1.79, -0.54, 3.10], [2.88, -1.04, 3.79], [0.83, 0.38, 1.04], [-0.03, 1.09, 1.66], [-1.30, 1.52, 1.05], [-2.19, 2.32, 1.76], [-3.38, 2.67, 1.14], [-3.63, 2.21, -0.14], [-2.68, 1.41, -0.77], [-1.55, 1.07, -0.18], [6.12, -2.22, 2.33], [5.19, -0.85, 1.30], [3.25, 0.01, 0.10], [0.82, -0.55, 3.57], [2.78, -1.37, 4.81], [0.15, 1.40, 2.68], [-1.95, 2.65, 2.76], [-4.10, 3.29, 1.66], [-4.56, 2.45, -0.65], [-2.84, 1.02, -1.77], [-6.90, -0.70, -1.08], [-5.17, -1.13, -0.40], [-4.87, -0.80, 0.92], [-3.60, -1.07, 1.40], [-2.64, -1.63, 0.58], [-2.97, -1.98, -0.73], [-4.24, -1.73, -1.23], [-1.23, -1.83, 1.10], [-1.09, -2.06, 2.30], [-0.28, -1.76, 0.25], [-5.63, -0.34, 1.55], [-3.34, -0.84, 2.43], [-2.22, -2.42, -1.37], [-4.48, -1.97, -2.25], [-2.09, -1.17, -4.47], [-1.07, -0.89, -3.29], [-0.35, -0.66, -2.43], [-1.48, -1.18, -5.51], [-2.91, -0.27, -4.42], [-2.61, -2.25, -4.24]],
  "nbo_charge": [1.0077, 0.0303, -0.0885, -0.2982, 0.0123, -0.0100, -0.1221, 0.0333, -0.0925, 0.0351, -0.0926, 0.0363, -0.6708, 0.7780, -0.5687, -0.1876, -0.1806, -0.2288, 0.2405, -0.2283, -0.1574, -0.4421, 0.1685, 0.1137, -0.2145, -0.1921, -0.1772, 0.0554, -0.4317, 0.4842, 0.2028, 0.2396, 0.2409, 0.2383, 0.1862, 0.2178, 0.2164, 0.2203, 0.2300, 0.0181, -0.0786, -0.2825, -0.1288, -0.1614, -0.1602, -0.2517, 0.7721, -0.6883, -0.8033, 0.2180, 0.2217, 0.2493, 0.2471, -0.5757, 0.3914, -0.5845, 0.0072, -0.0069, -0.0072],
  "relative_energy_kj_mol": 32.0,
  "lumo_ev": [1.1, 1.1],
  "total_charge": -1,
  "gap_ev": [7.336, 7.338],
  "homo_ev": [-6.19, -6.19],
  "fmax_ev_per_a": 0.5
}

=====

{
  "formula": "C6H12N2P",
  "method": "ωB97M-V/def2-TZVPD",
  "elements": ["C", "C", "N", "C", "C", "C", "P", "C", "N", "H", "H", "H", "H", "H", "H", "H", "H", "H", "H", "H", "H"],
  "xyz": [[-0.64, 2.64, -0.45], [0.20, 1.41, -0.49], [-0.46, 0.13, -0.40], [-1.94, -0.03, -0.29], [0.34, -0.86, -0.46], [0.07, -2.26, -0.62], [2.33, 0.00, -0.66], [2.88, -0.40, 1.05], [1.45, 1.42, -0.59], [-0.09, 3.48, 0.05], [-1.59, 2.33, 0.07], [-0.89, 3.01, -1.38], [-2.47, -0.10, -1.27], [-2.21, 0.91, 0.20], [-1.93, -0.84, 0.53], [-0.63, -2.45, -1.52], [-0.48, -2.67, 0.21], [0.98, -2.84, -0.64], [2.32, 0.20, 1.82], [3.95, -0.45, 1.20], [2.52, -1.41, 1.32]],
  "nbo_charge": [-0.6666, 0.4765, -0.3911, -0.4292, 0.2946, -0.7504, 1.0821, -0.9797, -0.7242, 0.2800, 0.2132, 0.2592, 0.2598, 0.2257, 0.2402, 0.2828, 0.2692, 0.2632, 0.2602, 0.2745, 0.2601],
  "relative_energy_kj_mol": 137.7,
  "lumo_ev": -4.6,
  "total_charge": 1,
  "gap_ev": 9.032,
  "smiles": "CC1=[N+](C)C(C)=P(C)=N1",
  "homo_ev": -13.61,
  "fmax_ev_per_a": 3.8
}

=====

{
  "formula": "C36H62BrClCrGeO3P2Si4",
  "method": "ωB97M-V/def2-TZVPD",
  "elements": ["Cr", "C", "P", "C", "C", "C", "C", "C", "C", "C", "P", "C", "C", "H", "H", "H", "H", "H", "H", "H", "H", "H", "H", "H", "H", "H", "H", "H", "H", "Br", "C", "C", "C", "C", "C", "C", "C", "O", "O", "H", "H", "H", "H", "C", "Si", "C", "C", "Ge", "Si", "C", "C", "C", "Si", "C", "C", "C", "H", "H", "H", "H", "H", "H", "H", "H", "H", "H", "H", "H", "H", "H", "H", "H", "H", "H", "H", "H", "H", "H", "H", "H", "H", "H", "H", "C", "Si", "C", "C", "O", "H", "H", "H", "H", "H", "H", "H", "H", "H", "Cl", "C", "C", "C", "C", "C", "C", "C", "H", "H", "H", "H", "H", "H"],
  "xyz": [[0.44, -0.86, -0.24], [3.16, -1.18, 2.21], [1.39, -1.55, 1.95], [0.72, -1.23, 3.63], [1.40, -3.40, 1.96], [2.11, -4.14, 2.92], [2.13, -5.52, 2.88], [1.44, -6.20, 1.88], [0.72, -5.48, 0.94], [0.70, -4.09, 0.97], [-0.34, -3.10, -0.18], [-0.24, -4.00, -1.76], [-1.99, -3.53, 0.50], [3.58, -1.79, 3.01], [3.27, -0.13, 2.47], [3.71, -1.36, 1.29], [1.24, -1.84, 4.37], [-0.34, -1.46, 3.66], [0.87, -0.18, 3.87], [2.65, -3.63, 3.70], [2.69, -6.07, 3.63], [1.46, -7.28, 1.85], [0.17, -6.01, 0.17], [-0.75, -4.96, -1.72], [0.81, -4.13, -2.01], [-0.68, -3.36, -2.53], [-2.24, -4.57, 0.28], [-2.74, -2.86, 0.08], [-1.96, -3.38, 1.58], [6.38, 2.59, -1.83], [5.31, 2.60, -0.25], [5.85, 3.18, 0.91], [5.05, 3.18, 2.05], [3.79, 2.63, 2.06], [3.25, 2.04, 0.88], [4.07, 2.05, -0.30], [1.98, 1.45, 0.84], [1.33, 1.35, 2.06], [1.41, 0.95, -0.18], [6.84, 3.61, 0.90], [5.44, 3.62, 2.96], [3.20, 2.64, 2.96], [3.68, 1.61, -1.21], [-4.25, 0.00, -3.78], [-2.88, -0.90, -2.85], [-1.56, -1.29, -4.16], [-3.68, -2.59, -2.49], [-1.85, 0.17, -0.95], [-3.66, 0.44, 0.60], [-5.42, 0.19, -0.07], [-3.49, -0.79, 2.04], [-3.73, 2.14, 1.44], [-1.71, 2.36, -1.91], [-0.65, 3.59, -0.95], [-0.90, 2.19, -3.61], [-3.35, 3.28, -2.15], [-4.67, -0.68, -4.52], [-3.87, 0.87, -4.32], [-5.06, 0.34, -3.14], [-1.75, -2.25, -4.63], [-0.57, -1.32, -3.70], [-1.55, -0.53, -4.94], [-4.19, -2.92, -3.39], [-4.41, -2.57, -1.68], [-2.94, -3.36, -2.25], [-5.54, -0.79, -0.52], [-5.64, 0.93, -0.84], [-6.15, 0.30, 0.72], [-4.03, -1.72, 1.84], [-3.89, -0.37, 2.97], [-2.44, -1.05, 2.21], [-3.91, 2.94, 0.72], [-2.81, 2.38, 1.96], [-4.54, 2.16, 2.17], [0.37, 3.22, -0.82], [-1.06, 3.83, 0.03], [-0.60, 4.52, -1.53], [-0.13, 1.43, -3.59], [-0.45, 3.13, -3.93], [-1.63, 1.90, -4.36], [-3.76, 3.62, -1.21], [-4.10, 2.67, -2.64], [-3.18, 4.17, -2.77], [2.73, 0.45, -3.75], [2.44, -1.19, -2.88], [2.47, -2.51, -4.23], [3.90, -1.55, -1.73], [1.05, -1.23, -2.09], [3.77, 0.57, -4.06], [2.46, 1.28, -3.10], [2.11, 0.52, -4.64], [3.41, -2.48, -4.79], [1.65, -2.35, -4.94], [2.37, -3.52, -3.82], [4.85, -1.23, -2.14], [3.97, -2.62, -1.50], [3.75, -1.02, -0.79], [-0.18, 6.24, 6.19], [-0.14, 4.97, 4.99], [-0.80, 3.78, 5.25], [-0.77, 2.77, 4.30], [-0.09, 2.95, 3.10], [-0.01, 1.85, 2.08], [0.57, 4.15, 2.87], [0.55, 5.16, 3.81], [-1.34, 3.65, 6.18], [-1.28, 1.84, 4.49], [-0.29, 2.19, 1.08], [-0.69, 1.03, 2.35], [1.12, 4.29, 1.94], [1.06, 6.10, 3.63]],
  "lowdin_spin": [3.6182, 0.0117, 0.0679, 0.0143, 0.0059, 0.0006, 0.0012, 0.0010, 0.0002, 0.0043, 0.0435, 0.0043, 0.0056, 0.0011, 0.0025, 0.0011, 0.0013, 0.0005, 0.0005, 0.0001, 0.0001, 0.0000, 0.0000, -0.0001, 0.0000, -0.0001, 0.0000, -0.0001, 0.0004, -0.0063, 0.0104, 0.1683, 0.0083, 0.1136, 0.0730, 0.1166, 0.2576, 0.0545, 0.1952, 0.0124, -0.0037, 0.0075, 0.0076, 0.0005, 0.0027, -0.0001, 0.0004, 0.0303, 0.0069, 0.0013, 0.0033, 0.0008, 0.0048, 0.0011, 0.0004, 0.0012, 0.0001, 0.0000, 0.0000, 0.0001, -0.0003, 0.0000, 0.0001, 0.0000, 0.0000, 0.0000, 0.0000, 0.0004, 0.0001, 0.0001, 0.0035, 0.0000, 0.0000, 0.0002, 0.0005, 0.0001, 0.0002, -0.0001, 0.0001, 0.0000, 0.0000, 0.0000, 0.0002, 0.0017, 0.0132, 0.0002, 0.0051, 0.0832, 0.0003, 0.0001, 0.0000, 0.0000, 0.0001, 0.0000, 0.0001, 0.0002, 0.0031, 0.0004, 0.0013, 0.0000, 0.0014, 0.0013, 0.0185, 0.0024, 0.0003, 0.0000, 0.0001, 0.0009, 0.0051, 0.0011, 0.0000],
  "relative_energy_kj_mol": 0.0,
  "multiplicity": 6,
  "s_squared": 8.81,
  "lumo_ev": [2.2, 2.2],
  "total_charge": -1,
  "gap_ev": [5.158, 6.843],
  "homo_ev": [-2.94, -4.63],
  "fmax_ev_per_a": 0.9
}

=====

{
  "formula": "C16H22CdN6S",
  "method": "ωB97M-V/def2-TZVPD",
  "elements": ["Cd", "C", "C", "N", "C", "C", "N", "C", "C", "N", "H", "H", "H", "H", "H", "H", "H", "H", "H", "H", "H", "H", "H", "H", "H", "N", "C", "C", "C", "C", "C", "C", "N", "C", "C", "C", "S", "C", "N", "H", "H", "H", "H", "H", "H", "H"],
  "xyz": [[-0.24, 0.33, 0.71], [-1.54, 3.19, 0.70], [-1.85, 2.42, -0.60], [-0.69, 1.62, -1.07], [0.48, 2.44, -1.47], [1.83, 1.88, -0.95], [1.78, 1.28, 0.40], [1.95, 2.23, 1.53], [0.76, 3.19, 1.65], [-0.56, 2.51, 1.58], [-2.48, 3.32, 1.23], [-1.19, 4.19, 0.46], [-2.18, 3.13, -1.36], [-2.67, 1.72, -0.43], [-0.99, 1.05, -1.85], [0.33, 3.45, -1.10], [0.55, 2.51, -2.55], [2.56, 2.70, -0.98], [2.18, 1.11, -1.63], [2.55, 0.62, 0.46], [2.86, 2.83, 1.41], [2.05, 1.65, 2.44], [0.82, 3.94, 0.86], [0.86, 3.73, 2.59], [-0.94, 2.46, 2.51], [-0.52, -3.84, 0.06], [0.15, -3.70, -1.14], [0.58, -4.62, -2.08], [1.23, -4.11, -3.19], [1.43, -2.73, -3.35], [1.00, -1.82, -2.41], [0.35, -2.32, -1.28], [-0.19, -1.67, -0.18], [-0.71, -2.62, 0.59], [-1.37, -2.31, 1.84], [-2.01, -3.16, 2.69], [-2.65, -2.31, 4.03], [-2.03, -0.86, 3.38], [-1.40, -0.99, 2.25], [-0.83, -4.72, 0.46], [0.43, -5.68, -1.96], [1.58, -4.79, -3.96], [1.93, -2.38, -4.25], [1.15, -0.76, -2.55], [-2.14, -4.23, 2.61], [-2.17, 0.09, 3.89]],
  "nbo_charge": [1.6649, -0.2492, -0.2423, -0.7459, -0.2541, -0.2481, -0.7343, -0.2431, -0.2470, -0.7300, 0.2375, 0.2120, 0.2227, 0.2141, 0.4099, 0.2069, 0.2379, 0.2226, 0.2211, 0.4118, 0.2229, 0.2152, 0.2075, 0.2373, 0.4024, -0.4809, 0.0839, -0.1999, -0.1760, -0.2004, -0.1962, 0.1506, -0.6674, 0.3872, 0.0439, -0.3929, 0.6040, -0.1244, -0.5635, 0.4417, 0.2425, 0.2454, 0.2391, 0.1951, 0.2717, 0.2443],
  "lumo_ev": -5.7,
  "total_charge": 2,
  "gap_ev": 8.545,
  "homo_ev": -14.27,
  "fmax_ev_per_a": 0.7
}